Below is a cluster of 12 separate species, H24O12 in total in a non-equilibrium geometry, with properties calculated with ωB97M-V/def2-TZVPD.

The geometry in XYZ format:
```
36
Properties=species:S:1:pos:R:3
O -3.3907 5.6926 14.1098
O -2.5633 2.7597 16.2674
O 0.6309 3.8173 17.4087
O -0.8856 6.2212 15.0058
O -1.6613 5.3091 17.2632
O -0.8782 3.3594 14.0081
O 2.1373 5.3855 15.5571
O -1.8649 6.9363 19.7125
O -1.0325 8.4234 17.5712
O -1.5010 5.3404 21.8369
O -4.4379 5.1434 17.0956
O -3.5564 4.1084 19.4263
H -2.5487 6.0471 14.5501
H -0.7132 5.3636 14.6429
H -3.0888 5.3165 13.2762
H -3.7534 4.8895 20.0002
H -2.5772 3.5568 16.7738
H -2.7491 7.3024 19.6597
H -1.7798 5.9445 21.1454
H 1.7168 4.5866 15.9101
H -2.6306 3.8470 19.6345
H -3.8587 5.8521 16.7465
H -1.4736 3.6914 13.3404
H -1.7736 5.5533 18.1861
H -1.9950 2.1358 16.7309
H -3.9997 4.9652 17.8859
H 0.7861 2.9060 17.4839
H 0.8846 4.1566 18.2660
H -1.1695 5.9714 15.8855
H -2.3044 5.1606 22.2912
H -1.3065 7.5047 19.2086
H -1.7141 7.9105 17.1752
H -1.4260 3.2546 14.8375
H -0.8671 4.8134 17.1540
H 1.7806 5.4699 14.6785
H -0.2844 7.8490 17.6738
```

Computed properties:
**Frontier orbital gap**: 10.03 eV
**LUMO energy**: -0.61 eV
**Highest occupied orbital energy**: -10.6382 eV
**ΔE to the lowest compared entry with this formula, charge and spin**: 209.8 kJ/mol

Mulliken atomic charge list, values in e, 5 entries: -0.64 -0.74 -0.61 -0.82 -0.30


Below is the molecule C5H6O2, with properties calculated with ωB97M-V/def2-TZVPD.

The geometry in XYZ format:
```
13
Properties=species:S:1:pos:R:3
O -2.6255 0.9691 -0.6905
O 2.1393 1.1058 -0.9429
C -1.6979 -0.4596 1.0176
C -2.0847 -0.0670 -0.4053
C -0.2378 -0.3717 0.9592
C 0.8924 -0.2687 0.5489
C 2.1941 -0.0131 -0.0811
H 1.7220 1.8293 -0.4574
H -2.0201 -1.4828 1.2451
H 2.4579 -0.8674 -0.7120
H -2.1548 0.2360 1.7263
H -1.7381 -0.7854 -1.1765
H 2.9797 0.0937 0.6796
```

Computed properties:
**Frontier orbital gap**: 10.64 eV
**LUMO energy**: 0.80 eV
**Highest occupied orbital energy**: -9.8406 eV
**ΔE to the lowest compared entry with this formula, charge and spin**: 243.5 kJ/mol

Mulliken atomic charge list, values in e, 5 entries: -0.46 -0.51 -0.44 0.02 -0.14


Below is the molecule C2H3N5O in a non-equilibrium geometry, with properties calculated with ωB97M-V/def2-TZVPD.

The geometry in XYZ format:
```
11
Properties=species:S:1:pos:R:3
O 1.8373 -0.4509 -1.6421
N 2.5853 -0.9371 -0.6516
N 1.8483 -0.9777 0.3907
N 0.6136 -0.1104 -1.2164
N -1.4106 0.4858 1.0326
N -1.8998 0.7626 -0.1755
C 0.6660 -0.3864 0.0690
C -0.3032 -0.1557 1.1572
H -1.2669 0.8435 -0.9931
H -2.6727 1.4058 -0.1365
H 0.0026 -0.4795 2.1657
```

Computed properties:
**Frontier orbital gap**: 9.31 eV
**LUMO energy**: -0.14 eV
**Highest occupied orbital energy**: -9.4463 eV
**ΔE to the lowest compared entry with this formula, charge and spin**: 395.4 kJ/mol

Mulliken atomic charge list, values in e, 5 entries: -0.01 -0.10 -0.28 -0.34 -0.38


Below is a structure of composition C39H38F6HfN5O in a non-equilibrium geometry, with properties calculated with ωB97M-V/def2-TZVPD.

The geometry in XYZ format:
```
90
Properties=species:S:1:pos:R:3
Hf 0.4294 0.0355 -0.4429
F 0.7440 3.4378 1.2446
F 4.2167 1.5281 -0.1281
F 0.8575 2.3035 3.0863
F 2.6057 2.8449 -0.7010
F 2.3065 3.8447 2.6890
F 4.0583 3.4782 0.7789
O 1.6948 0.8242 0.8870
N 2.4065 -0.5105 -1.5059
N -1.0424 1.5166 -0.6101
N 0.9793 -1.8897 0.3609
N -0.1422 -1.3963 -2.6074
N -1.4843 -1.2789 0.0765
C 5.1038 -0.9484 -1.9513
C -5.0695 3.1683 1.8629
C -3.0587 2.3465 0.6207
C -3.7856 2.3889 1.8139
C -3.8322 -1.5315 0.4487
C 1.5886 2.8700 2.1192
C 5.2023 -2.3160 0.1066
C 0.1136 -2.6739 1.1225
C -1.4089 1.0082 1.7019
C -3.3080 1.7323 2.9362
C 3.4054 1.1976 2.5142
C -1.2459 2.3317 -1.8247
C 2.3726 -2.0314 0.3788
C 3.1486 -2.6375 1.3419
C 3.3477 2.4366 0.3508
C -1.8422 1.6704 0.5473
C 3.0504 0.1156 -2.4690
C 4.3990 -0.1181 -2.7714
C -0.6884 -4.3968 2.6424
C -1.9811 -3.9805 2.5531
C 0.0386 2.1490 -2.6314
C -2.2915 -2.9160 1.6711
C -0.8067 -2.9590 -4.8451
C -2.7327 -0.9426 -0.1902
C -1.2460 -3.2994 -3.5807
C 3.0867 -1.3986 -0.7026
C 4.4734 -1.5709 -0.8512
C -3.6085 -2.4873 1.3997
C -1.5936 0.2775 4.0908
C -2.4266 1.8301 -2.6581
C 4.5453 -2.7916 1.1986
C -1.2577 -2.2878 0.9616
C 0.3586 -3.7632 1.9286
C 2.4816 1.8067 1.4547
C -0.8974 -2.5002 -2.5049
C -0.0133 -1.8332 -4.9734
C -1.3713 3.8310 -1.5159
C 0.2899 -1.0983 -3.8435
C -2.1047 1.0275 2.8967
H 1.3417 -4.1878 2.0236
H 0.8727 2.6677 -2.1594
H -1.0651 -3.5588 -5.7070
H 5.0867 -3.3113 1.9774
H 6.2662 -2.4523 -0.0276
H 0.3747 -1.5164 -5.9310
H -2.1204 0.5659 4.9984
H -4.8742 4.2420 1.8794
H 2.7027 -2.9957 2.2530
H -1.2104 -2.7784 -1.5141
H -3.4606 2.8565 -0.2401
H -0.4332 -5.2376 3.2732
H -3.3594 1.8611 -2.0970
H 2.4989 0.8669 -3.0211
H 4.0188 0.4309 2.0453
H -5.6867 2.9655 0.9866
H 2.7865 0.7300 3.2777
H -0.5279 0.4520 4.2470
H 4.0498 1.9381 2.9832
H 6.1619 -1.1117 -2.1132
H -4.8278 -1.1979 0.1967
H 0.2889 1.0873 -2.7737
H -2.2563 0.7999 -2.9839
H -4.4378 -2.9356 1.9329
H -0.9694 4.4162 -2.3458
H -5.6520 2.9247 2.7500
H -0.8071 4.0892 -0.6217
H -0.4498 0.4827 1.7619
H 0.9244 -0.2332 -3.9491
H -2.7758 -4.4658 3.1027
H -1.7324 -0.7984 3.9535
H -0.0928 2.5174 -3.6507
H -2.3994 4.1567 -1.3774
H 4.8598 0.4005 -3.5987
H -2.8729 -0.1546 -0.9149
H -2.5635 2.4433 -3.5508
H -1.8521 -4.1759 -3.4031
H -3.8723 1.7733 3.8606
```

Computed properties:
**Frontier orbital gap**: 7.02 eV
**LUMO energy**: -3.00 eV
**Charge**: +1
**Highest occupied orbital energy**: -10.0224 eV
**ΔE to the lowest compared entry with this formula, charge and spin**: 70.9 kJ/mol

Mulliken atomic charge list, values in e, 5 entries: 0.47 -0.19 -0.22 -0.27 -0.20


Below is a structure of composition C8H13BBrFeN3O in a non-equilibrium geometry, with properties calculated with ωB97M-V/def2-TZVPD.

The geometry in XYZ format:
```
28
Properties=species:S:1:pos:R:3
Br 3.2200 -1.3292 -0.7766
Fe 0.6647 0.6675 -4.3458
O -1.2706 1.9606 0.9069
N 0.2566 -0.9070 -2.8557
N -2.0922 0.9671 -1.2449
N -0.5490 -0.3585 3.4669
C -0.7395 -0.6177 2.3056
C 0.3460 -1.0567 -1.6532
C 1.8133 -0.8657 0.5997
C 2.0456 1.6719 -0.3297
C 0.4023 -1.2667 -0.0460
C -0.8988 -0.6439 0.6961
C 2.0075 0.6847 0.9428
C -2.1050 -1.7270 0.4314
B -1.4257 0.7668 0.0733
H 3.0471 0.7777 1.4496
H 3.1080 1.8029 -0.7745
H 1.7719 2.7237 0.0755
H 1.2703 1.4416 -1.1431
H -2.4746 -1.7252 -0.6500
H -2.2365 0.0941 -1.7687
H -1.7555 -2.7967 0.6737
H 2.0541 -1.5388 1.4994
H -2.1179 2.4529 0.7337
H 0.3044 -2.4179 0.0875
H 1.2596 1.1217 1.6882
H -2.9429 1.5440 -1.1894
H -2.9632 -1.4260 1.1477
```

Computed properties:
**Frontier orbital gap (spin up / spin down)**: 4.28 / 3.18 eV
**LUMO energy (spin up / spin down)**: -12.35 / -13.39 eV
**<S²>**: 6.006
**Charge**: +2
**Highest occupied orbital energy (spin up / spin down)**: -16.6260 / -16.5683 eV
**Multiplicity**: 5
**ΔE to the lowest compared entry with this formula, charge and spin**: 334.7 kJ/mol

Mulliken atomic charge list, values in e, 5 entries: -0.10 1.43 -0.62 -0.79 -0.54


Below is a structure of composition C14H21BF8N9O9S4V in a non-equilibrium geometry, with properties calculated with ωB97M-V/def2-TZVPD.

The geometry in XYZ format:
```
67
Properties=species:S:1:pos:R:3
V -2.3048 0.5702 0.2430
S 0.8323 -0.5622 0.0820
S -2.8771 -2.7803 -0.2176
S -3.3617 -1.6517 -2.2128
S 0.8108 1.8908 0.0730
F -0.1526 -1.2780 -0.9491
F -4.8412 4.0868 0.6635
F -3.2303 4.1140 -0.9245
F -0.2113 3.0816 0.4259
F -4.1462 -0.2691 -2.3909
F -3.0064 2.7047 0.9062
F -2.8316 4.9882 1.1943
F -2.1695 -2.4510 1.2490
O -4.0254 -3.4143 0.3336
O 1.0626 2.2463 -1.3104
O -2.4970 0.3240 1.7736
O -2.2256 -1.4484 -3.0607
O 1.7984 2.1624 1.0979
O 2.0619 -0.4469 -0.6543
O -4.3629 -2.6374 -2.4835
O 0.8747 -1.4735 1.1965
O -1.8707 -3.6040 -0.8449
N 4.6424 2.2998 3.2786
N 5.5104 2.5133 -3.9015
N -1.0816 1.6496 4.0327
N -2.9713 -1.2751 -0.5125
N -2.0124 1.7363 -1.7992
N -1.3451 -4.1789 5.3983
N -0.2056 0.7674 0.2918
N 0.3563 -5.9455 0.0456
N 0.5237 -1.6361 -5.3623
C 4.5817 2.6195 2.1787
C -0.9267 1.9123 -4.1572
C -1.5366 1.8418 -2.8346
C 0.1081 -4.5012 2.2038
C 0.0562 1.7591 4.1595
C -1.4277 -1.7537 4.4335
C 2.9941 1.9608 -3.5447
C 4.5710 3.0680 0.7847
C 0.5676 -3.2636 -3.3005
C 1.5009 1.8377 4.2957
C -1.3762 -3.0963 5.0202
C 0.2435 -5.3620 1.0260
C 0.5234 -2.3350 -4.4528
C 4.3981 2.2581 -3.7750
B -3.4643 3.9815 0.4585
H 4.1726 2.2872 0.1419
H 1.6676 1.6915 5.3668
H 2.9823 1.1176 -2.8562
H -1.0246 0.8936 -4.5350
H -0.7850 -1.7220 3.5531
H 3.9331 3.9368 0.6200
H 0.4255 -5.0387 3.1002
H 2.4828 2.8242 -3.1280
H 0.1033 2.2381 -4.0331
H -1.3969 2.6617 -4.7892
H 2.5129 1.7210 -4.4927
H 0.6102 -4.2956 -3.6391
H 1.3961 -2.9312 -2.6814
H -0.3815 -3.1859 -2.7719
H 5.5537 3.4051 0.4582
H 0.7968 -3.6599 2.2185
H 1.8609 2.8111 3.9777
H -1.0941 -0.9979 5.1394
H -2.4510 -1.5719 4.1096
H -0.9375 -4.2220 2.2949
H 2.0167 1.0269 3.7888
```

Computed properties:
**Frontier orbital gap (spin up / spin down)**: 8.60 / 9.09 eV
**LUMO energy (spin up / spin down)**: -0.73 / -0.24 eV
**<S²>**: 0.788
**Charge**: -1
**Highest occupied orbital energy (spin up / spin down)**: -9.3382 / -9.3383 eV
**Multiplicity**: 2

Mulliken atomic charge list, values in e, 5 entries: 1.72 0.61 0.57 0.69 0.60